Model i:
# C2H6S

The molecule C2H6S (the ωB97M-V functional and the def2-TZVPD basis, OMol25).

Each line ends with the Mulliken charge.
Element x y z (Å)
C 0.94932 -0.30114 0.79923  -0.6792
C -0.92825 0.25620 -1.00020  -0.7964
H 1.03703 0.82781 1.25812  0.2564
H -0.16487 -0.70682 1.25764  0.1555
H 1.69194 -1.19430 1.25517  0.2771
H -1.53332 -0.36836 -0.17916  0.2143
H -0.87087 1.15285 -0.44782  0.3202
H -1.13411 0.38657 -2.01354  0.3141
S 0.95314 -0.05280 -0.92944  -0.0620

Results
HOMO = -8.42 eV
LUMO level = 1.07 eV
SMILES = CSC
Orbital gap = 9.49 eV



Model ii:
# C2H6S

A cluster of 2 separate species, C2H6S in total (the ωB97M-V functional and the def2-TZVPD basis, OMol25).

Each line ends with the Mulliken charge.
Element x y z (Å)
C 0.29303 0.98156 -0.32051  -1.0645
C 0.16721 -0.40592 0.34024  -0.3441
S -1.54139 -0.83027 0.67703  -0.2371
H 1.32048 1.27866 -0.57901  0.3066
H -0.39453 0.98089 -1.15679  0.3233
H -0.05343 1.80237 0.35983  0.2938
H 0.69870 -0.38551 1.30936  0.2545
H 0.66943 -1.05090 -0.36497  0.3238
H -1.15950 -2.37087 -0.26519  0.1436

Results
HOMO = -9.09 eV
LUMO level = -0.42 eV
Orbital gap = 8.67 eV



Quick look at relative energies in hartree: model i 0.0047; model ii 0.0000.